Record 1
The following is a quantum chemistry calculation of C20H40N4O2PS2 as an isolated structure, from OMol25.

```
69
Properties=species:S:1:pos:R:3:forces:R:3
O 4.192543 0.977465 2.912256 -0.179 0.697 -0.210
P 3.129221 0.830960 1.699997 -0.272 -1.992 -0.181
O 3.823027 1.536484 0.412904 -0.228 0.566 0.445
C 1.653040 1.941969 2.183993 0.740 1.150 -0.413
N 0.418874 1.142974 2.177623 1.301 -0.674 -0.046
C -0.039905 1.141171 0.911857 0.653 -0.293 -0.336
N -1.081629 0.472909 0.521056 -0.130 -0.410 0.186
C -1.816586 -0.348715 1.451049 -0.251 -0.159 -0.046
C -1.259542 -1.517187 1.942078 -0.305 0.275 -0.011
C -2.008361 -2.241390 2.862567 0.262 -0.011 0.022
N -3.214043 -1.886364 3.294011 0.147 0.079 -0.243
C -3.727454 -0.775113 2.780377 -0.058 0.271 -0.063
C -3.078931 0.041588 1.859155 0.267 -0.308 0.015
N 0.734169 1.939956 0.076920 -1.189 1.743 0.011
S -0.293509 2.953352 -0.960227 -0.198 -0.420 -1.035
C 1.323938 2.921591 1.061525 -1.418 -0.614 1.609
S -0.141148 4.003492 1.567912 0.231 0.998 0.033
H 4.709684 1.794415 2.887069 0.149 -0.007 0.311
H 4.011448 2.480103 0.509158 0.226 0.036 -0.219
H 1.785232 2.364091 3.173481 0.091 0.305 0.034
H 0.617497 0.237502 2.595970 -0.853 -0.154 0.109
H -1.382478 0.555681 -0.440197 -0.112 0.144 -0.070
H -0.287447 -1.847964 1.616536 0.172 -0.163 -0.047
H -1.584578 -3.143631 3.273326 -0.042 -0.213 0.112
H -4.706377 -0.482190 3.123964 -0.204 -0.058 0.115
H -3.538082 0.938839 1.483201 -0.105 0.171 -0.046
H 0.011622 2.542029 -2.210758 0.499 -0.366 0.321
H 2.091571 3.563358 0.670531 0.245 -0.124 -0.376
H -0.238571 3.891163 2.902415 0.524 -0.422 0.005
C 3.822482 -2.560340 0.165774 0.017 -0.002 0.120
C 5.178962 -2.098425 0.689450 -0.076 0.024 -0.109
C 6.262069 -2.058933 -0.386942 0.055 0.026 0.013
C 6.587232 -3.411237 -1.022821 -0.066 -0.028 -0.007
C 7.031069 -4.493900 -0.040406 0.120 0.029 -0.030
C 8.319086 -4.149203 0.702097 -0.093 -0.068 0.034
H 3.864212 -3.579881 -0.218632 -0.001 0.009 -0.026
H 3.076132 -2.540013 0.962676 -0.026 -0.007 -0.012
H 3.473026 -1.906148 -0.637372 0.010 -0.026 -0.035
H 5.488983 -2.739958 1.518095 0.024 0.012 0.002
H 5.072447 -1.092351 1.107035 0.054 -0.041 0.039
H 7.170772 -1.629240 0.043022 0.007 -0.013 -0.005
H 5.950080 -1.369263 -1.178295 -0.015 0.010 0.010
H 7.375480 -3.261974 -1.766339 0.013 -0.009 0.003
H 5.717729 -3.772436 -1.579273 -0.003 0.016 -0.007
H 7.184031 -5.421039 -0.597474 -0.034 -0.018 0.011
H 6.235787 -4.701133 0.681234 -0.020 0.000 -0.015
H 9.137439 -3.976624 0.000792 0.004 0.038 0.001
H 8.613232 -4.965530 1.362107 0.030 0.009 0.007
H 8.205452 -3.255819 1.318198 0.018 0.013 -0.005
C -4.057938 2.442748 -1.356748 -0.070 -0.146 0.119
C -5.010340 1.256763 -1.495506 0.133 0.008 -0.023
C -5.516788 1.049916 -2.921392 -0.039 -0.034 -0.021
C -6.333745 2.213001 -3.485838 0.039 0.067 0.036
C -7.566473 2.590755 -2.665746 -0.067 -0.082 -0.076
C -8.595903 1.468472 -2.564878 0.031 0.089 0.078
H -4.541833 3.384725 -1.612788 0.017 0.015 -0.017
H -3.696115 2.532057 -0.328999 0.040 0.077 0.002
H -3.188054 2.318243 -2.007141 -0.025 0.042 -0.057
H -5.851403 1.381375 -0.808621 -0.014 -0.010 -0.013
H -4.491657 0.344289 -1.178801 -0.042 -0.011 0.022
H -6.111399 0.134068 -2.954049 -0.010 0.002 -0.004
H -4.660455 0.874170 -3.580805 0.013 -0.006 0.011
H -6.647842 1.951552 -4.499838 -0.016 -0.002 -0.006
H -5.693873 3.094107 -3.590663 0.010 -0.010 -0.011
H -8.036604 3.458258 -3.133743 0.013 0.031 0.025
H -7.272326 2.910458 -1.661582 0.017 0.018 -0.009
H -8.933318 1.160852 -3.555968 0.017 -0.034 -0.006
H -9.470126 1.797880 -2.003364 -0.022 -0.023 -0.007
H -8.192735 0.591221 -2.056204 -0.006 -0.018 -0.015
```
Forces are in eV/Å.

Its spin multiplicity is 1. As for the total energy: -62397.5275 eV. As for the charge: +1. As for the HOMO-LUMO gap: 8.95 eV. Its HOMO energy is -12.35 eV.


Record 2
The following is a quantum chemistry calculation of C30H32N3NiO5Se2 as an isolated structure, from OMol25.

```
73
Properties=species:S:1:pos:R:3:forces:R:3
Ni -0.560788 0.571219 -0.142700 0.029 -0.036 -0.062
C -1.121931 2.709374 3.918677 -0.009 -0.028 0.011
O -2.315883 2.207195 3.278945 0.005 -0.008 0.011
C -2.044887 2.346515 1.955362 0.088 0.054 -0.019
N -1.090501 3.094540 1.599905 -0.077 -0.038 0.058
C -0.511730 3.625958 2.850173 -0.022 0.018 -0.046
C 0.993354 3.643478 2.863076 0.002 0.008 -0.010
C 1.711961 2.665953 2.185078 -0.006 -0.006 0.019
C 3.098240 2.672794 2.224400 -0.002 0.001 -0.002
C 3.775529 3.642010 2.952201 -0.002 0.001 0.003
C 3.060992 4.617522 3.634799 0.001 0.003 -0.002
C 1.673913 4.620254 3.582824 -0.001 -0.005 0.006
C -2.993485 1.644004 1.057218 -0.003 0.021 -0.013
C -4.350525 1.838793 1.256987 0.010 0.010 0.013
C -5.245291 1.241484 0.390142 -0.025 0.003 0.011
C -4.747306 0.447600 -0.622967 -0.002 -0.007 -0.017
C -3.375195 0.264934 -0.728815 -0.014 -0.011 0.001
N -2.500365 0.866785 0.085954 0.020 0.006 0.019
C -2.878021 -0.688379 -1.742967 0.053 -0.036 0.005
N -1.931283 -1.508008 -1.593136 -0.071 0.026 -0.028
C -1.919812 -2.345571 -2.806104 0.020 0.005 0.033
C -2.840532 -1.571109 -3.761262 0.003 0.010 -0.017
O -3.629522 -0.750297 -2.880691 0.004 0.004 0.006
C -0.534606 -2.580070 -3.349295 -0.003 0.002 0.013
C -0.100952 -3.865038 -3.652110 -0.002 -0.003 -0.014
C 1.179269 -4.078587 -4.143754 0.005 -0.004 0.003
C 2.039522 -3.002859 -4.321523 0.001 -0.004 0.003
C 1.613684 -1.719290 -4.007816 -0.012 0.007 -0.006
C 0.330037 -1.506359 -3.529274 -0.009 -0.006 -0.010
H -0.474851 1.851581 4.114986 0.006 0.004 0.009
H -1.407043 3.211393 4.840207 0.002 -0.001 0.004
H -0.878201 4.653389 2.965752 0.014 0.005 0.006
H 1.192849 1.905074 1.612285 0.005 0.008 0.000
H 3.638368 1.916012 1.668741 0.002 0.003 -0.005
H 4.858472 3.643883 2.981944 0.000 -0.002 -0.001
H 3.582923 5.381962 4.197911 -0.002 0.002 -0.001
H 1.114663 5.393877 4.099766 -0.001 0.001 -0.002
H -4.676526 2.461533 2.077776 0.003 0.001 0.001
H -6.311206 1.386862 0.506582 -0.001 0.001 0.001
H -5.394877 -0.052035 -1.328092 0.003 -0.002 0.000
H -2.356480 -3.312740 -2.534583 0.007 -0.006 -0.003
H -3.510502 -2.195209 -4.348895 0.002 -0.004 -0.001
H -2.264934 -0.907811 -4.410031 0.001 -0.005 -0.008
H -0.762860 -4.706147 -3.478220 -0.003 0.000 0.003
H 1.509781 -5.084644 -4.373482 0.000 0.001 0.001
H 3.045899 -3.167738 -4.687237 0.000 0.001 -0.001
H 2.289527 -0.879101 -4.099291 0.003 -0.002 0.001
H 0.009521 -0.511208 -3.246896 0.002 -0.001 -0.004
O 3.536998 -2.803003 2.409299 0.005 -0.006 0.008
C 2.702461 -3.300672 1.360107 -0.003 0.001 0.004
C 1.672079 -2.247688 0.940610 0.004 0.000 0.005
C 0.972930 -2.768833 -0.318638 0.001 -0.001 -0.004
O 0.474969 -4.112359 -0.166930 0.005 -0.003 0.002
C 2.420664 -0.935232 0.656332 -0.003 0.004 -0.002
Se 1.672419 0.310858 -0.664310 -0.007 -0.007 0.014
C 0.671211 -2.087752 2.085448 0.000 0.019 -0.002
Se -0.614547 -0.603523 1.970016 -0.020 -0.012 -0.001
H 3.925724 -3.554294 2.862417 -0.004 0.009 -0.006
H 2.177626 -4.201798 1.692589 0.003 0.000 -0.002
H 3.323300 -3.557192 0.487739 -0.001 -0.001 -0.002
H 1.651422 -2.714773 -1.177100 0.000 -0.001 0.003
H 0.113248 -2.139724 -0.532159 0.002 0.002 0.000
H 1.160299 -4.714267 -0.466566 -0.004 0.001 -0.005
H 3.416480 -1.162749 0.267547 0.000 -0.002 -0.005
H 2.551611 -0.400665 1.597516 0.003 -0.007 0.010
H 1.225573 -1.949332 3.013642 0.000 -0.004 -0.001
H 0.087586 -3.005925 2.166862 0.001 -0.002 0.000
C 0.091591 2.970129 -1.742863 0.011 -0.003 -0.022
C -0.678109 1.662314 -1.698195 -0.006 0.026 0.025
O -1.422239 1.399365 -2.637393 -0.005 -0.011 0.005
H -0.250001 3.584128 -2.580236 0.002 0.003 0.001
H 1.156657 2.748287 -1.846553 -0.002 0.008 0.006
H -0.028358 3.490923 -0.791733 -0.006 -0.008 0.003
```
Forces are in eV/Å.

Its spin multiplicity is 1. As for the total energy: -218074.7088 eV. As for the charge: -1. As for the HOMO-LUMO gap: 6.20 eV. Its HOMO energy is -3.53 eV.


Record 3
The following is a quantum chemistry calculation of a 2-piece molecular cluster, C2H5O3 overall, from OMol25.

```
10
Properties=species:S:1:pos:R:3:forces:R:3
C 1.416274 1.349530 -0.859463 -1.081 -0.776 0.659
O 0.414724 1.619093 0.108001 0.563 -0.792 -0.201
H 1.734728 2.290876 -1.182879 0.026 1.400 -1.655
H 2.327750 0.969444 -0.486222 1.171 -0.869 1.303
H 1.099591 0.563296 -1.559804 -0.161 0.827 -0.506
O -2.687686 -2.423198 1.699280 1.988 2.553 -1.295
C -1.780135 -1.835166 0.994072 -0.271 -2.187 -1.215
O -1.521854 -0.686364 0.521315 -1.026 -0.367 1.589
H -1.048519 -2.588452 0.475244 -0.386 0.142 0.867
H 0.045127 0.740940 0.290457 -0.823 0.069 0.454
```
Forces are in eV/Å.

Its spin multiplicity is 1. As for the total energy: -8298.0801 eV. As for the charge: -1. As for the HOMO-LUMO gap: 7.65 eV. Its HOMO energy is -3.86 eV.